1.
Computed, not measured: C31H52N2O2PdSi5 as an isolated structure, with wB97M-V/def2-TZVPD.

XYZ file:
```
93
Properties=species:S:1:pos:R:3:forces:R:3:mulliken_charge:R:1
H -3.801 -1.016 1.655 0.028 -0.014 -0.005 0.197
C -0.827 1.826 3.158 0.127 0.046 -0.089 0.272
H 2.465 -1.175 -2.310 -0.020 -0.125 -0.009 -0.124
H 3.749 3.733 -2.191 -0.039 -0.027 0.008 0.384
C -1.939 3.335 -4.259 -0.024 -0.029 0.036 -0.670
H 1.571 -4.499 2.423 -0.004 0.064 0.001 0.356
H -0.844 -1.961 3.421 0.031 -0.044 0.044 0.188
H 4.512 0.682 -2.582 -0.013 0.010 0.044 0.443
H 0.439 -0.756 3.460 -0.007 -0.160 -0.013 -0.078
H -2.266 -4.713 -0.942 -0.018 -0.024 -0.056 0.281
Pd -0.313 1.210 -0.364 -0.088 -0.253 0.585 -0.117
C 3.676 1.936 1.699 0.002 0.055 0.164 -0.568
C 4.179 2.223 2.958 -0.062 -0.042 -0.135 -1.166
H -2.593 0.214 -5.371 0.057 -0.012 0.014 0.342
H -1.994 0.106 2.735 -0.017 -0.024 -0.012 -0.220
H -1.860 4.557 4.850 0.001 0.008 -0.006 0.358
H -2.101 2.495 -6.240 -0.004 -0.005 -0.015 0.342
O 0.187 1.258 2.464 -0.217 -0.039 -0.137 0.570
H -2.955 0.741 -0.642 -0.070 -0.011 -0.030 0.233
C 2.241 -2.237 -2.177 0.156 0.114 0.135 -0.879
C -2.471 0.795 -3.317 0.080 -0.026 -0.101 0.206
C -0.783 3.093 3.727 -0.082 0.141 -0.009 -0.471
H 1.331 1.863 4.725 0.005 -0.023 -0.022 0.454
H -3.401 -2.341 -2.244 -0.034 -0.002 0.041 0.278
H -3.530 -4.666 0.293 -0.002 0.045 -0.003 0.380
H -4.281 -2.718 1.756 -0.002 0.016 -0.026 0.481
H -2.636 2.485 -0.391 -0.023 -0.004 0.104 0.691
H -1.824 3.906 -2.197 -0.008 -0.010 -0.040 0.294
H -0.141 -4.606 1.986 0.009 -0.024 0.045 0.284
N -0.105 3.171 -0.457 0.040 0.309 -0.217 -0.146
H -3.911 3.177 5.061 -0.004 0.015 -0.026 0.368
Si -2.459 -2.434 0.083 -0.476 -0.040 -0.050 0.688
C 3.132 3.519 -1.310 0.012 0.285 0.128 -1.324
H 0.762 -2.408 4.020 -0.002 -0.020 -0.043 0.448
Si 2.651 1.704 -1.239 0.327 -0.120 -0.032 0.666
H 5.130 1.321 -1.053 -0.022 -0.051 -0.048 0.445
H -1.824 -4.798 0.749 -0.009 -0.029 0.037 0.187
Si 0.377 -2.519 -2.005 0.320 0.096 -0.299 0.317
H 0.878 -4.719 -3.031 0.005 0.052 0.001 0.324
H 0.927 0.528 -2.618 0.016 0.038 0.002 -0.481
H 3.066 -1.963 2.482 -0.027 -0.056 -0.016 0.446
H -4.679 -2.593 -1.040 0.035 -0.014 0.007 0.439
C -2.516 -4.332 0.047 0.227 -0.157 0.052 -1.167
C -2.260 1.814 -2.378 -0.312 0.135 0.258 1.348
H 4.349 1.936 0.851 0.015 -0.022 0.085 0.243
H -1.374 -2.206 -3.770 0.056 -0.015 -0.018 0.288
H -1.729 4.339 -4.614 0.020 -0.001 0.013 0.360
C -3.423 -2.043 1.670 0.064 0.188 0.212 -1.196
C -1.896 3.567 4.409 -0.036 -0.071 -0.013 -0.726
H 2.234 4.141 -1.345 0.032 -0.030 -0.035 0.264
Si -0.441 -1.268 -0.185 -0.127 -0.292 -0.029 0.879
C 1.502 1.638 2.618 0.101 0.120 0.029 0.030
C -2.326 1.582 -0.916 0.516 -0.125 -0.385 -2.330
O -0.204 3.806 0.557 -0.035 0.024 0.197 -0.401
C -3.752 -2.045 -1.249 0.001 0.106 -0.210 -1.320
C 3.350 2.206 4.071 -0.033 0.007 -0.001 -0.984
H 1.088 -4.680 0.729 0.038 -0.031 0.004 0.195
H 2.255 1.138 -3.616 -0.021 0.052 0.036 0.542
C 1.611 1.367 -2.757 -0.105 -0.038 -0.192 -0.680
H 2.780 -2.564 -1.283 -0.020 -0.014 -0.087 0.158
C -3.052 2.801 4.518 0.080 -0.008 -0.029 -0.637
C 2.006 1.900 3.878 0.134 -0.040 0.034 -0.687
H -0.789 -4.704 -2.445 -0.024 -0.003 -0.055 0.303
H -2.657 -0.207 -2.956 -0.023 -0.053 -0.004 0.138
C -3.093 1.552 3.908 0.017 0.048 0.019 -0.473
C 0.228 -1.812 3.271 -0.126 0.187 0.163 -0.721
H 0.236 -2.423 -4.484 -0.009 -0.017 0.013 0.456
C 0.232 -4.404 -2.204 -0.133 -0.168 0.264 -1.194
C -2.000 3.095 -2.894 0.029 0.103 -0.078 -0.420
C 2.616 -1.857 1.489 0.194 0.205 -0.149 -0.976
H 0.526 -4.958 -1.311 0.022 -0.028 -0.010 0.242
H 4.268 -0.222 -1.078 0.010 0.058 -0.039 0.309
N 1.862 1.270 0.217 -0.451 0.248 0.038 1.601
C 4.294 0.782 -1.513 0.172 -0.126 0.108 -1.485
H -3.990 -0.980 -1.292 -0.030 -0.044 -0.004 0.414
H -0.244 -0.860 -3.791 0.008 -0.082 -0.024 0.170
H 3.699 3.805 -0.419 -0.002 0.024 -0.068 0.362
H 2.751 -0.822 1.164 -0.014 -0.135 0.029 -0.221
C 0.826 -4.204 1.675 -0.150 -0.204 -0.163 -1.305
H -3.994 0.951 3.954 0.025 -0.007 -0.004 0.427
H 5.234 2.448 3.068 0.009 0.010 -0.015 0.370
C -2.149 2.308 -5.174 0.005 -0.016 0.100 -0.497
H 2.640 -2.786 -3.037 -0.029 0.017 -0.017 0.511
H 3.169 -2.494 0.791 -0.006 -0.015 0.076 0.490
H 3.731 2.413 5.063 -0.004 -0.004 0.005 0.355
H -2.815 -2.155 2.573 -0.047 -0.030 -0.011 0.298
H 1.003 2.242 -3.005 -0.041 -0.040 0.037 0.209
Si 0.785 -2.313 1.537 0.246 0.118 0.205 0.318
C -0.314 -1.944 -3.666 -0.224 0.192 -0.089 -1.103
C -1.986 1.065 3.232 -0.197 -0.047 0.038 0.055
H 0.097 3.706 3.600 -0.002 -0.009 0.037 0.465
C -2.416 1.034 -4.682 -0.048 0.008 0.044 -0.501
C 2.311 1.619 1.449 0.253 -0.044 -0.326 0.102
```
Forces are in eV/Å.

Summary:
Highest occupied orbital energy (spin up / spin down) = -0.522 / -0.566 eV
Kohn-Sham gap (spin up / spin down) = 0.1935 / 0.1951 hartree
Total charge = -2

***

2.
Computed, not measured: a 5-piece molecular cluster, C31H53ClNO10 overall, with wB97M-V/def2-TZVPD.

XYZ file:
```
96
Properties=species:S:1:pos:R:3:forces:R:3:lowdin_spin:R:1
H -2.747 -1.784 2.585 0.069 0.098 -0.118 0.002
O 0.268 -2.945 6.465 0.066 -0.090 -0.057 0.000
H 5.679 1.962 -2.148 0.029 -0.012 -0.036 0.000
O 4.933 -1.433 2.651 0.136 -0.050 0.019 0.000
H 2.029 -0.477 -0.667 -0.071 0.028 0.044 0.002
H 4.196 1.607 -0.269 -0.018 -0.009 0.009 0.000
H -2.768 -3.751 1.329 0.016 0.051 -0.125 -0.001
C -2.525 0.659 -4.659 -0.010 0.167 -0.014 0.000
C -1.514 4.838 -5.208 -0.029 0.132 0.011 0.000
C -2.153 -3.261 6.622 -0.032 0.056 -0.090 0.000
H 1.526 -2.864 3.925 -0.142 0.077 0.189 0.000
H -3.362 7.174 -3.764 0.006 0.013 -0.007 0.000
H 0.320 4.278 -0.986 -0.114 -0.049 0.039 0.000
H -0.800 4.850 -6.027 0.009 -0.041 -0.008 0.000
H 1.681 -1.649 0.622 0.143 0.117 -0.046 0.000
H -2.287 1.713 -4.472 -0.111 -0.103 -0.147 0.000
H -2.964 -3.635 -0.430 -0.008 0.026 0.063 0.000
H -2.303 -3.262 7.704 -0.009 -0.014 0.015 0.000
H -3.637 5.455 -3.418 -0.014 -0.011 -0.020 0.000
Cl -2.791 2.103 0.448 -0.193 0.026 -0.046 0.000
H -0.612 3.940 0.482 -0.032 -0.041 -0.079 0.000
H -0.416 2.130 -1.983 -0.039 0.052 0.077 0.000
H 0.128 -3.246 -2.256 0.103 0.065 0.076 0.000
N -0.756 -2.301 0.070 -0.539 0.241 -0.746 0.414
H -3.555 5.383 -5.860 -0.006 -0.040 0.023 0.000
C -1.357 1.267 -0.255 -0.063 -0.187 0.072 0.000
C -0.616 -0.613 -1.784 0.344 0.051 -0.188 0.005
C -0.850 -2.539 6.340 0.059 -0.003 0.020 0.000
H -0.366 0.365 -4.844 -0.097 -0.091 0.007 0.000
H 2.770 -4.816 4.645 0.007 0.034 0.041 0.000
H 4.225 -2.871 5.044 0.005 -0.003 0.021 0.000
C 5.061 0.941 -0.280 0.050 0.064 -0.015 0.000
H 4.710 -0.073 -0.459 0.043 -0.025 0.003 0.000
H -1.843 3.810 -5.051 -0.002 -0.018 -0.011 0.000
H -1.264 0.021 -6.321 0.014 0.036 0.147 0.000
C 4.150 -2.264 3.016 -0.048 0.046 0.060 0.000
C -2.733 -0.870 -0.546 -0.385 -0.070 0.188 0.004
O 7.687 3.255 -0.846 0.045 0.055 -0.096 0.000
H -3.531 -0.322 -0.039 -0.022 -0.122 -0.116 0.000
C 1.247 -0.886 -0.023 -0.241 -0.254 0.038 0.016
C -3.045 0.112 -3.335 -0.127 -0.235 0.136 0.000
C -2.128 -1.848 0.479 0.179 0.170 0.126 0.021
O -1.692 6.107 -3.244 -0.061 0.053 0.046 0.000
H -3.339 0.642 -5.389 0.024 -0.067 0.034 0.000
C 6.092 1.449 -1.284 -0.067 0.031 0.091 0.000
C -2.687 5.804 -5.358 0.100 0.000 0.050 0.000
H -0.909 0.797 0.614 0.081 0.050 0.027 0.000
O -2.497 0.830 -2.243 0.133 0.237 -0.147 0.000
H -2.371 6.691 -5.908 -0.015 0.010 -0.011 0.000
H -4.173 -2.412 6.345 0.000 0.018 0.038 0.000
H 1.564 -3.204 -1.212 -0.089 0.028 -0.039 -0.001
H 3.462 -5.037 3.032 -0.019 -0.017 0.018 0.000
O -1.110 -1.287 5.901 -0.067 0.080 -0.041 0.000
C -2.086 -1.226 1.911 0.224 -0.029 -0.083 0.016
C -2.968 6.171 -3.903 -0.003 -0.026 -0.022 0.000
C -0.546 3.741 -0.590 0.183 0.101 0.001 0.000
H -2.088 -4.291 6.282 0.009 -0.019 0.042 0.000
H -1.304 -1.124 -4.980 -0.054 0.070 -0.080 0.000
C -0.842 5.305 -3.928 -0.127 -0.028 0.013 0.000
C 6.930 2.414 -0.461 -0.060 -0.075 0.026 0.000
H 5.306 -3.790 3.988 0.016 0.018 0.043 0.000
H -2.395 -0.177 1.928 -0.004 -0.163 -0.054 0.000
C 2.128 -3.348 3.164 0.022 -0.143 -0.126 0.001
H 6.429 0.180 1.245 0.003 -0.010 -0.016 0.000
H 0.861 -0.100 0.625 0.019 0.046 -0.070 0.000
C -3.031 -3.082 0.509 -0.080 -0.059 0.055 0.005
C -2.525 -1.028 5.934 -0.114 -0.080 -0.014 0.000
O 2.908 -2.332 2.501 -0.117 0.016 -0.089 0.000
H -0.986 -1.200 -2.635 0.064 0.089 0.201 0.000
H -2.777 -0.397 5.085 0.071 0.014 -0.018 0.000
O 0.245 5.040 -3.515 0.163 -0.066 -0.081 0.000
H -2.814 -0.957 -3.249 -0.133 0.085 -0.157 0.000
H 1.401 -2.043 -2.549 -0.043 -0.054 0.110 0.000
H 6.754 0.655 -1.637 0.000 -0.012 -0.014 0.000
H 0.110 0.100 -2.194 -0.128 -0.137 -0.019 0.000
C 0.158 -1.572 -0.869 0.029 0.097 0.322 0.022
C 0.858 -2.590 -1.771 -0.073 -0.089 -0.094 0.005
C 4.317 -3.346 4.065 -0.045 -0.052 -0.082 0.000
C 3.156 -4.296 3.773 0.098 0.050 -0.066 0.000
H -3.216 -1.459 -1.336 0.192 0.050 0.092 0.000
C -0.378 2.256 -0.898 0.324 0.062 -0.153 0.000
H -1.077 -1.284 2.325 -0.033 -0.043 0.009 0.000
H -4.063 -2.745 0.645 0.073 -0.023 0.019 0.000
H -2.754 -0.493 6.858 0.000 0.018 0.014 0.000
O 6.706 2.191 0.852 -0.023 -0.031 0.064 0.000
H 1.480 -3.803 2.417 0.008 0.025 0.013 0.001
O -0.446 -3.497 0.352 0.301 -0.200 0.422 0.483
H -4.134 0.212 -3.271 0.050 0.013 -0.068 0.000
C -3.184 -2.405 5.893 0.082 -0.002 -0.003 0.000
C -1.299 -0.058 -5.230 0.173 0.049 0.006 0.000
H -1.425 4.161 -1.082 -0.012 -0.076 0.137 0.000
H 5.197 1.258 1.896 0.007 0.026 0.013 0.000
C -1.811 0.139 -1.210 0.151 0.060 0.282 0.001
H 0.632 1.957 -0.585 -0.172 -0.020 -0.091 0.000
H -3.279 -2.739 4.860 -0.016 0.002 -0.014 0.000
C 5.826 1.062 1.034 -0.015 -0.011 0.003 0.000
```
Forces are in eV/Å.

Summary:
Highest occupied orbital energy (spin up / spin down) = -7.943 / -9.554 eV
Spin multiplicity = 2
Kohn-Sham gap (spin up / spin down) = 0.3087 / 0.3679 hartree
<S²> = 0.754

***

3.
Computed, not measured: a 3-piece molecular cluster, C31H53FN3O6 overall at a distorted geometry, with wB97M-V/def2-TZVPD.

XYZ file:
```
94
Properties=species:S:1:pos:R:3:forces:R:3:lowdin_spin:R:1
C -6.683 3.195 -4.188 0.369 0.514 -0.484 0.000
C 3.924 -5.920 4.833 0.380 0.288 -0.113 0.015
H -1.405 0.649 -1.434 0.054 0.033 0.077 -0.001
H 0.287 3.854 -2.110 0.301 -0.279 0.075 0.000
C -4.624 4.640 -3.729 -0.425 0.582 0.144 0.000
C 3.287 -3.660 1.212 -0.176 0.503 0.250 -0.001
C 0.420 1.021 2.281 -0.091 0.359 1.443 0.027
H 2.095 2.788 -1.691 0.145 -0.285 0.227 0.000
C -0.060 5.423 -5.582 0.219 -0.341 0.342 0.000
H -0.131 5.848 -6.567 0.041 0.016 -0.227 0.000
H -6.884 0.622 -4.112 -0.250 0.244 -0.297 0.000
H 4.989 -3.882 3.227 -0.126 0.012 0.007 0.002
C 4.846 -4.856 2.750 0.152 0.019 0.468 0.015
H 1.377 -7.425 3.040 0.015 0.025 -0.024 0.001
F 1.598 1.738 -3.909 -0.267 -0.266 -0.057 0.000
C 2.251 -7.410 3.692 0.109 -0.034 -0.158 0.002
C -2.057 6.774 -4.845 -0.077 -0.650 -0.199 0.000
H 6.005 -5.808 4.295 0.007 -0.012 -0.012 0.001
N -0.479 1.334 1.124 1.294 -1.144 -1.110 0.391
N 1.053 3.966 -4.069 -0.269 -0.132 0.321 0.000
O 2.187 -3.805 3.643 -0.558 0.125 -0.442 0.537
H -2.554 1.684 -0.573 -0.006 0.003 0.030 0.000
H 4.017 -5.004 5.424 -0.099 0.044 -0.058 0.003
H -1.622 -1.826 0.452 -0.109 0.089 -0.006 0.002
H -7.674 3.149 -3.748 -0.132 -0.099 0.089 0.000
H 1.625 -4.784 5.799 -0.005 0.032 -0.116 -0.001
H 5.096 -6.932 3.315 -0.019 0.005 -0.009 0.000
H 1.775 -0.368 1.334 -0.051 0.121 -0.042 0.002
H -0.979 2.005 3.642 -0.021 -0.012 -0.026 0.001
C 0.202 4.308 -3.082 -0.625 0.587 -0.264 0.000
C -6.306 1.064 -3.295 0.220 0.071 -0.114 0.000
H 4.041 -6.752 5.530 -0.114 -0.039 0.003 0.001
H -3.099 1.256 1.846 0.030 0.019 0.007 0.001
H -2.404 -0.121 2.701 0.039 0.033 -0.040 0.000
O -3.254 6.201 -5.035 0.050 -0.235 0.157 0.000
H 1.531 -6.519 6.036 0.058 -0.097 -0.060 0.000
H 3.629 -7.043 1.552 -0.033 0.055 0.015 0.000
C -0.844 -1.078 0.613 0.535 -0.153 0.071 0.016
C 2.128 2.974 -3.794 0.944 0.517 -0.051 0.000
H 1.565 -0.631 3.052 -0.003 0.107 0.055 0.001
H 2.390 -6.150 0.671 -0.023 -0.001 0.038 0.001
H -0.650 -1.616 2.701 0.005 0.004 0.006 0.000
N 2.382 -4.970 3.118 1.266 1.081 1.124 0.367
C -6.117 4.620 -4.082 0.496 -0.524 -0.017 0.000
H 0.371 1.207 4.441 0.115 0.044 -0.083 0.000
H 1.117 3.072 2.438 -0.018 -0.013 0.001 0.000
C -0.948 5.791 -4.581 0.001 -0.270 0.245 0.000
H -4.069 3.967 -4.371 0.190 -0.098 -0.074 0.000
C -2.664 0.263 1.720 0.081 -0.008 0.229 0.002
C -0.798 5.232 -3.316 0.410 -0.427 -0.049 0.000
C 1.530 2.064 2.367 0.148 0.165 -0.415 -0.001
H 3.419 -2.729 1.764 -0.096 -0.082 0.109 0.000
H 1.607 4.184 -6.066 0.276 -0.199 0.086 0.000
H 0.505 -2.398 1.657 -0.010 -0.016 0.055 0.001
C 1.030 -0.373 2.137 -0.037 -0.386 -0.357 0.016
C 3.468 -4.895 2.089 0.100 -0.667 -1.346 0.027
H -6.752 2.929 -5.240 -0.061 -0.244 -0.127 0.000
H -3.527 6.307 -2.941 0.394 0.244 -0.064 0.000
O -5.791 2.293 -3.516 -0.477 0.125 0.150 0.000
H -0.202 -1.107 -0.275 -0.002 0.139 -0.002 0.002
C -2.120 0.682 -0.613 0.286 0.198 -0.290 -0.001
H 2.878 3.121 -4.568 -0.153 -0.071 -0.328 0.000
O -6.086 0.479 -2.292 0.270 -0.548 0.663 0.000
C 3.385 -6.082 1.111 -0.025 -0.233 0.112 0.002
H 4.030 -3.663 0.415 0.050 -0.175 0.000 0.000
H -4.506 4.319 -2.702 0.130 -0.276 0.123 0.000
C 2.529 -5.983 4.211 -0.554 -1.458 0.105 0.026
H -2.920 -0.018 -0.847 -0.048 -0.034 0.097 0.000
C 2.764 3.193 -2.449 -0.920 0.034 0.434 0.000
H 0.472 -5.737 4.859 0.012 0.005 -0.021 0.000
H -6.666 5.190 -3.341 -0.080 0.147 0.075 0.000
H 3.730 2.717 -2.387 0.158 -0.146 -0.040 0.000
C -4.074 6.063 -3.846 -0.455 -0.512 0.144 0.000
O 0.224 1.687 0.096 -0.256 0.706 -0.016 0.508
H 5.614 -4.938 1.978 -0.075 0.014 -0.096 0.001
H -0.944 0.248 3.848 -0.012 0.030 -0.058 0.000
C 0.926 4.496 -5.294 -0.454 0.533 -0.384 0.000
H -1.440 5.495 -2.496 -0.174 0.029 0.137 0.000
H -3.444 -0.395 1.338 0.029 0.028 -0.143 0.000
H 2.300 -3.643 0.746 -0.014 -0.055 0.036 0.000
H -4.884 6.778 -3.929 -0.074 0.243 -0.069 0.000
H 2.128 1.881 3.258 -0.069 -0.070 0.073 0.000
O -1.831 7.926 -4.933 0.274 1.230 -0.039 0.000
H 2.843 4.252 -2.229 0.334 0.211 -0.141 0.000
C -1.491 0.303 0.724 -1.437 -0.101 0.316 0.028
H 2.202 2.026 1.512 -0.100 -0.002 -0.037 -0.001
C 1.476 -5.732 5.286 -0.098 0.419 0.092 -0.001
H 2.047 -8.074 4.531 -0.039 0.103 0.095 0.000
H 3.089 -7.857 3.162 -0.033 0.055 -0.020 0.000
C 5.045 -5.951 3.796 -0.087 -0.001 -0.026 0.001
H 4.099 -5.935 0.300 -0.004 0.137 0.005 0.000
C -0.340 1.121 3.620 -0.184 -0.078 -0.015 0.003
H -6.201 5.118 -5.043 -0.381 0.098 -0.164 0.000
C -0.006 -1.452 1.834 -0.081 0.050 0.001 0.001
```
Forces are in eV/Å.

Summary:
Highest occupied orbital energy (spin up / spin down) = -9.825 / -10.741 eV
Spin multiplicity = 3
Kohn-Sham gap (spin up / spin down) = 0.2014 / 0.2351 hartree
<S²> = 2.008
Total charge = +1